Formula: C39H43As2ClCuSi2
Source: OMol25
Level of theory: wB97M-V/def2-TZVPD

Last column: Mulliken spin population.
Element x y z (Å)
C -2.392 -0.995 2.842  0.002
C -3.581 -1.499 2.259  0.047
C -3.367 -2.872 1.914  -0.013
H -4.520 -0.958 2.142  0.005
C -2.001 -3.199 2.271  -0.030
C -1.419 -2.027 2.847  0.063
H -0.424 -1.964 3.285  -0.002
H -2.261 -0.006 3.279  0.012
H -4.113 -3.587 1.568  0.000
H -1.550 -4.191 2.232  -0.006
Cu -2.080 -2.240 0.434  0.134
Si 1.410 1.224 -0.475  0.009
C 0.954 2.669 -1.568  -0.014
C 1.916 3.271 -2.391  0.001
H 2.933 2.874 -2.421  0.000
C 1.587 4.371 -3.191  0.001
H 2.346 4.816 -3.838  0.000
C 0.290 4.895 -3.166  0.000
H 0.028 5.747 -3.795  0.000
C -0.672 4.308 -2.339  -0.001
H -1.693 4.695 -2.328  0.000
C -0.341 3.215 -1.536  0.012
H -1.104 2.788 -0.882  0.001
C 0.050 -0.179 -0.558  -0.073
C -1.343 0.011 -0.361  0.320
H -1.721 0.847 0.231  -0.043
C -2.289 -0.802 -1.079  0.025
H -3.272 -0.409 -1.335  -0.016
C -1.995 -2.200 -1.480  -0.081
H -2.659 -2.846 -2.041  0.004
C -0.645 -2.611 -0.905  0.606
H -0.337 -3.648 -1.011  -0.044
C 0.379 -1.565 -0.871  -0.080
H 1.423 -1.857 -0.989  -0.019
H -0.554 2.067 2.208  0.003
Si -0.765 -1.318 -2.324  0.109
C -0.020 -2.433 -3.730  -0.035
C -0.903 -2.976 -4.657  0.011
H -1.964 -2.710 -4.637  0.007
C -0.425 -3.859 -5.636  0.002
H -1.117 -4.286 -6.362  0.000
C 0.936 -4.190 -5.673  0.002
H 1.309 -4.883 -6.429  0.000
C 1.817 -3.631 -4.742  0.001
H 2.879 -3.879 -4.764  0.000
C 1.337 -2.742 -3.766  0.025
H 2.040 -2.298 -3.056  -0.002
C -0.988 0.141 -3.559  0.008
C -2.231 0.731 -3.803  0.014
H -3.138 0.352 -3.325  0.003
C -2.339 1.821 -4.675  0.007
H -3.312 2.288 -4.840  0.000
C -1.206 2.314 -5.328  -0.002
H -1.286 3.167 -6.004  0.000
C 0.036 1.720 -5.095  0.003
H 0.932 2.105 -5.583  0.000
C 0.140 0.640 -4.213  0.020
H 1.122 0.189 -4.050  0.000
H 1.741 1.735 0.744  0.000
Cl 3.135 0.345 -1.232  0.003
C 4.139 -0.211 3.410  0.000
As 2.362 -0.056 2.601  0.002
C 2.189 -1.900 1.958  -0.005
C 1.304 -0.281 4.275  -0.001
C 1.543 -1.393 5.080  0.001
C 0.725 -1.629 6.197  -0.001
C -0.301 -0.740 6.514  0.001
C -0.508 0.410 5.742  0.000
C 0.298 0.655 4.629  0.002
As 0.044 2.291 3.590  -0.001
C -1.131 3.489 4.532  0.000
C 1.727 3.241 3.513  0.001
H 4.852 0.073 2.627  0.000
H 4.303 -1.243 3.739  0.000
H 4.197 0.490 4.250  0.000
H 2.565 -2.581 2.728  0.000
H 1.135 -2.102 1.730  0.006
H 2.789 -1.973 1.043  0.000
H 2.361 -2.077 4.851  0.000
H 0.902 -2.513 6.812  -0.001
H -0.947 -0.931 7.373  0.000
H -1.298 1.111 6.012  -0.001
H -0.527 4.332 4.884  0.000
H -1.883 3.827 3.811  0.000
H -1.606 2.966 5.364  0.000
H 1.551 4.206 4.002  0.000
H 2.492 2.672 4.051  0.000
H 2.012 3.381 2.467  -0.001

Values from the calculation:
**Kohn-Sham gap (spin up / spin down)**: 0.154 / 0.159 Eh
**F_max**: 7.87 eV/Å
**Energy above the lowest of the compared OMol25 structures with the same formula, charge and spin**: 137.2 kcal per mole
**Multiplicity**: 2
**Net charge**: 0

Formula: C39H43As2ClIrSi2
Source: OMol25
Level of theory: wB97M-V/def2-TZVPD

Last column: Mulliken spin population.
Element x y z (Å)
C 1.637 -3.201 2.951  0.107
C 2.049 -1.856 2.739  0.235
C 0.884 -1.003 2.845  0.166
H 3.066 -1.486 2.646  0.012
C -0.274 -1.883 3.008  0.148
C 0.241 -3.237 3.106  0.345
H -0.358 -4.110 3.341  0.011
H 2.307 -4.055 3.035  0.002
H 0.881 0.067 2.997  0.016
H -1.286 -1.543 3.209  0.011
Ir 0.351 -1.700 0.892  1.358
Si -0.836 3.175 -0.387  0.449
C -0.164 4.128 -1.836  0.222
C -0.916 4.232 -3.017  0.323
H -1.848 3.671 -3.123  0.018
C -0.476 5.066 -4.050  -0.039
H -1.074 5.161 -4.959  0.002
C 0.721 5.780 -3.911  0.364
H 1.059 6.438 -4.714  0.007
C 1.482 5.659 -2.741  0.198
H 2.418 6.209 -2.631  0.002
C 1.044 4.829 -1.707  0.098
H 1.638 4.718 -0.795  0.008
C -2.535 3.895 -0.143  0.057
C -2.664 5.278 0.065  -0.004
H -1.769 5.904 0.139  -0.007
C -3.932 5.862 0.144  0.001
H -4.025 6.944 0.275  0.000
C -5.077 5.059 0.052  0.012
H -6.068 5.511 0.125  0.000
C -4.950 3.677 -0.132  0.010
H -5.840 3.042 -0.191  0.000
C -3.686 3.098 -0.256  0.012
H -3.591 2.027 -0.453  0.000
H -0.020 3.564 0.779  0.054
Si -0.379 0.346 -0.259  0.052
C -1.369 0.540 1.387  -0.033
C -0.939 1.503 2.321  0.109
H 0.098 1.855 2.318  0.029
C -1.828 2.023 3.257  -0.012
H -1.484 2.787 3.958  0.000
C -3.154 1.585 3.278  0.039
H -3.861 2.024 3.983  0.001
C -3.573 0.584 2.393  -0.009
H -4.600 0.220 2.426  0.000
C -2.685 0.063 1.449  0.054
H -3.014 -0.715 0.753  0.006
C 1.397 0.962 -0.538  0.073
C 2.349 1.196 0.463  0.029
H 2.171 0.887 1.496  -0.028
C 3.554 1.829 0.148  -0.015
H 4.276 2.034 0.940  0.000
C 3.838 2.208 -1.168  0.019
H 4.770 2.724 -1.404  0.001
C 2.916 1.921 -2.175  -0.008
H 3.121 2.210 -3.206  0.005
C 1.714 1.286 -1.868  0.052
H 0.993 1.087 -2.667  0.002
H -1.158 1.466 -0.879  0.044
Cl -1.195 -0.704 -1.897  0.055
C -1.522 -4.027 -1.702  0.052
As -0.817 -3.626 0.088  0.119
C -2.168 -4.449 1.232  0.034
C 0.650 -4.988 0.066  0.022
C 0.437 -6.348 0.293  -0.025
C 1.541 -7.218 0.265  -0.002
C 2.822 -6.733 0.000  0.000
C 3.030 -5.366 -0.251  -0.007
C 1.934 -4.502 -0.215  -0.006
As 2.094 -2.535 -0.456  0.075
C 3.938 -2.235 0.103  0.029
C 2.137 -2.234 -2.380  0.044
H -2.054 -3.146 -2.070  -0.004
H -2.201 -4.880 -1.591  0.009
H -0.681 -4.283 -2.353  -0.002
H -1.913 -5.500 1.379  -0.001
H -2.204 -3.915 2.184  0.001
H -3.114 -4.339 0.689  0.001
H -0.569 -6.727 0.481  0.000
H 1.387 -8.282 0.454  0.000
H 3.677 -7.416 -0.014  0.000
H 4.028 -4.982 -0.469  -0.001
H 4.573 -2.670 -0.680  0.006
H 4.085 -1.150 0.181  -0.004
H 4.096 -2.731 1.067  0.000
H 2.946 -2.869 -2.758  0.007
H 1.173 -2.514 -2.810  0.001
H 2.353 -1.174 -2.545  -0.008

Values from the calculation:
**Kohn-Sham gap (spin up / spin down)**: 0.177 / 0.172 Eh
**F_max**: 3.33 eV/Å
**Energy above the lowest of the compared OMol25 structures with the same formula, charge and spin**: 16.3 kcal per mole
**Multiplicity**: 6
**Net charge**: +2

Formula: C39H43BBr2ClFN3O10P
Source: OMol25
Level of theory: wB97M-V/def2-TZVPD

Last column: Löwdin charge in e.
Element x y z (Å)
H -4.594 5.699 0.499  0.042
N -5.069 5.103 1.178  0.090
C -4.393 4.067 1.407  -0.266
C -3.040 3.764 0.806  -0.136
C -2.943 2.419 0.122  -0.144
C -3.731 2.110 -0.992  -0.481
Cl -4.783 3.319 -1.646  0.809
C -3.649 0.881 -1.667  -0.185
C -4.468 0.662 -2.890  -0.269
C -3.869 0.590 -4.136  -0.039
C -4.709 0.412 -5.219  -0.065
C -6.065 0.312 -5.010  -0.149
N -6.672 0.353 -3.821  0.098
C -5.844 0.529 -2.798  -0.128
C -2.775 -0.112 -1.202  -0.174
P -2.795 -1.752 -2.061  0.785
N -4.256 -2.324 -2.120  -0.266
C -1.963 0.187 -0.101  -0.070
C -2.051 1.428 0.537  -0.020
C -1.114 1.656 1.690  -0.273
O -1.458 2.195 2.705  0.138
C 0.254 1.111 1.477  -0.011
C 0.321 -0.139 0.859  -0.060
C 1.520 -0.771 0.616  -0.004
C 2.706 -0.126 0.971  -0.263
C 4.005 -0.829 0.636  -0.636
Br 3.906 -2.715 1.138  0.832
C 4.341 -0.814 -0.886  -0.735
C 5.856 -0.679 -1.093  -0.146
Br 3.496 0.653 -1.870  0.767
C 2.683 1.147 1.570  0.030
B 4.025 1.916 1.918  -0.598
O 5.099 1.301 2.556  0.162
O 4.145 3.256 1.603  0.012
C 5.063 3.551 0.555  -0.050
C 1.434 1.772 1.834  -0.073
C 1.397 3.136 2.473  -0.088
C 1.819 3.112 3.950  -0.164
F 0.737 3.365 4.762  -0.038
C -0.964 -0.771 0.463  -0.307
O -1.180 -1.937 0.615  0.121
H -4.810 3.355 2.112  0.116
H -2.302 3.846 1.590  0.100
H -2.834 4.527 0.057  0.113
H -2.799 0.676 -4.228  0.117
H -4.313 0.346 -6.219  0.099
H -6.709 0.195 -5.872  0.102
H -6.291 0.557 -1.814  0.124
H -1.976 -2.595 -1.310  0.005
H -2.209 -1.566 -3.330  0.011
H -4.558 -2.513 -3.069  -0.043
H 1.549 -1.745 0.159  0.104
H 4.832 -0.441 1.201  0.059
H 4.056 -1.760 -1.324  0.063
H 6.146 0.363 -1.148  0.050
H 6.155 -1.193 -1.998  0.079
H 6.361 -1.190 -0.274  0.077
H 5.855 1.285 1.958  0.107
H 5.894 4.141 0.933  0.096
H 4.575 4.140 -0.216  0.098
H 5.458 2.659 0.067  0.072
H 0.394 3.540 2.452  0.108
H 2.007 3.825 1.907  0.115
H 2.618 3.821 4.153  0.125
H 2.205 2.121 4.189  0.128
O 0.129 3.078 10.688  0.119
C -0.394 3.370 9.654  -0.490
C -0.810 2.437 8.530  -0.072
C -1.027 3.399 7.363  -0.156
C -1.435 4.676 8.084  -0.153
O -0.732 4.644 9.339  0.023
H -1.730 1.930 8.825  0.130
H -0.031 1.706 8.335  0.123
H -1.763 3.061 6.637  0.119
H -0.089 3.555 6.839  0.093
H -2.507 4.713 8.291  0.125
H -1.151 5.576 7.543  0.123
O -3.944 -4.037 -5.335  0.124
C -4.392 -3.715 -6.394  -0.483
C -4.557 -4.573 -7.634  -0.071
C -4.783 -3.531 -8.729  -0.152
C -5.435 -2.394 -7.951  -0.159
O -4.870 -2.468 -6.632  0.002
H -5.424 -5.219 -7.494  0.132
H -3.670 -5.176 -7.802  0.125
H -5.389 -3.881 -9.562  0.115
H -3.822 -3.202 -9.127  0.118
H -6.517 -2.513 -7.869  0.129
H -5.219 -1.415 -8.374  0.122
O 6.208 -4.277 -1.527  0.104
C 6.345 -5.185 -0.759  -0.500
C 6.942 -5.118 0.632  -0.086
C 7.215 -6.588 0.948  -0.151
C 6.139 -7.286 0.125  -0.150
O 5.937 -6.446 -1.026  0.030
H 6.201 -4.687 1.307  0.086
H 7.847 -4.518 0.636  0.126
H 7.172 -6.835 2.007  0.116
H 8.203 -6.867 0.578  0.118
H 5.191 -7.365 0.662  0.127
H 6.435 -8.277 -0.210  0.124

Values from the calculation:
**SMILES**: [H]/N=C\Cc1c(Cl)c(-c2cccnc2)c([PH2]=N)c2c1C(=O)c1c(cc([C@@H](Br)[C@H](C)Br)c(B(O)OC)c1CCF)C2=O.O=C1CCCO1.O=C1CCCO1.O=C1CCCO1
**Kohn-Sham gap**: 0.260 Eh
**F_max**: 2.01 eV/Å
**Net charge**: 0

Question: What is the net charge in the first record?
Answer: 0

Question: F_max of number 1 (C39H43As2ClCuSi2)?
Answer: 7.87 eV/Å